(1)
{
  "formula": "C4H8O",
  "method": "ωB97M-V/def2-TZVPD",
  "total_energy_ev": -6324.1238,
  "smiles": "C[C@@H]1O[C@@H]1C",
  "spin_multiplicity": 1,
  "lumo_ev": 1.2,
  "relative_energy_kj_mol": 100.7,
  "orbital_gap_ev": 11.22,
  "symbols": ["C", "C", "O", "C", "C", "H", "H", "H", "H", "H", "H", "H", "H"],
  "positions_angstrom": [[-0.84108, 0.90832, -1.15342], [-0.93408, 0.36589, 0.25072], [-0.04769, 0.93761, 1.20720], [0.07646, -0.45322, 0.93754], [1.36922, -0.93544, 0.33550], [0.13776, 0.74203, -1.61223], [-1.60955, 0.46242, -1.79432], [-1.01501, 1.98961, -1.12279], [-1.95905, 0.26294, 0.61807], [-0.29005, -1.08014, 1.75579], [1.27728, -1.98800, 0.04553], [2.17542, -0.86048, 1.07431], [1.66037, -0.35153, -0.54190]],
  "forces_ev_per_a": [[0.1, 0.0, 0.0], [-0.2, 0.0, -0.2], [0.1, 0.2, 0.1], [0.1, -0.3, 0.0], [0.0, 0.0, -0.1], [-0.1, 0.0, 0.1], [0.1, 0.0, 0.1], [0.0, -0.1, 0.0], [0.2, 0.1, 0.0], [0.0, 0.1, -0.1], [0.0, 0.1, 0.0], [-0.1, 0.0, -0.1], [-0.1, -0.1, 0.1]],
  "mulliken_charge": [-1.17, 0.16, -0.46, 0.18, -1.21, 0.29, 0.30, 0.27, 0.37, 0.37, 0.29, 0.29, 0.32]
}



(2)
{
  "formula": "C29H47BCoN8O5S6Si",
  "method": "ωB97M-V/def2-TZVPD",
  "total_energy_ev": -164194.0912,
  "spin_multiplicity": 2,
  "charge": -2,
  "s_squared": 0.76,
  "lumo_ev": [4.0, 4.0],
  "relative_energy_kj_mol": 76.1,
  "orbital_gap_ev": [4.08, 4.14],
  "symbols": ["Co", "C", "C", "N", "N", "C", "B", "N", "C", "C", "C", "N", "N", "C", "C", "C", "N", "H", "H", "H", "H", "H", "H", "H", "H", "H", "H", "C", "C", "N", "O", "C", "C", "N", "O", "H", "H", "H", "H", "H", "H", "H", "C", "S", "C", "C", "S", "S", "C", "S", "S", "H", "H", "H", "C", "C", "C", "C", "O", "Si", "S", "O", "C", "C", "C", "C", "O", "C", "C", "C", "C", "H", "H", "H", "H", "H", "H", "H", "H", "H", "H", "H", "H", "H", "H", "H", "H", "H", "H", "H", "H", "H", "H", "H", "H", "H", "H", "H"],
  "positions_angstrom": [[1.18042, 0.31238, 1.58541], [4.38479, 2.70204, 0.26388], [3.02710, 2.65533, 0.58380], [2.75495, 1.51697, 1.20071], [3.88580, 0.82289, 1.28960], [4.88923, 1.50606, 0.73011], [3.86801, -0.53227, 2.04785], [3.30393, -2.72815, 0.95630], [3.15478, -3.44124, -0.21224], [2.08911, -4.31730, -0.30120], [0.99969, -4.15597, 0.52644], [0.92062, -3.00855, 1.32992], [3.34008, -0.15562, 3.44623], [3.96931, 0.02184, 4.61274], [3.03769, 0.47095, 5.52776], [1.84832, 0.54676, 4.80207], [2.05737, 0.16711, 3.55138], [4.92227, 3.49587, -0.21880], [2.26151, 3.38531, 0.40480], [5.88163, 1.10331, 0.70681], [5.12685, -1.95819, 1.62148], [3.98244, -3.40564, -0.90062], [2.11201, -5.13975, -1.00188], [0.19147, -4.86654, 0.58549], [5.01817, -0.18102, 4.70409], [3.19370, 0.70593, 6.56416], [0.87868, 0.86866, 5.13011], [-1.51737, -2.84782, 0.99356], [-0.21172, -2.26272, 1.44951], [-0.17697, -1.09216, 2.01319], [-1.46752, -0.60889, 2.31177], [2.21269, -2.58032, 1.84602], [2.42222, -3.03821, 3.27893], [2.76748, -1.37393, 1.33149], [5.15722, -1.14288, 2.12929], [-2.15001, -2.01014, 0.71107], [-1.99756, -3.39553, 1.80820], [-1.38514, -3.50751, 0.14142], [-1.33161, 0.34415, 2.51106], [1.72044, -2.53228, 3.93908], [3.44253, -2.80953, 3.57637], [2.26916, -4.11641, 3.34550], [-3.24880, 2.12201, 4.69621], [-3.57144, 2.37864, 2.91516], [-2.46821, 3.69921, 2.57851], [-1.11905, 3.56440, 2.51412], [-0.24268, 2.16621, 2.91997], [-0.25462, 5.09085, 2.21053], [-1.63983, 6.16076, 2.28056], [-1.52663, 7.81057, 2.19804], [-3.16309, 5.31035, 2.38272], [-3.82867, 1.25726, 5.00194], [-3.55690, 3.00548, 5.25068], [-2.18586, 1.93647, 4.81520], [-0.56083, -3.79886, -2.82667], [-0.21793, -2.33150, -3.12245], [-0.50737, -1.98321, -4.58811], [1.25730, -2.07610, -2.82013], [-1.06914, -1.56883, -2.30521], [-1.00417, -0.01544, -1.78210], [0.68927, 0.50130, -0.69416], [-2.41873, 0.14107, -1.00049], [-3.75485, 0.11596, -1.44555], [-4.36383, 1.48653, -1.12670], [-3.87000, -0.18539, -2.94161], [-4.47881, -0.98880, -0.66926], [-1.01709, 0.88082, -3.16739], [-0.60793, 2.20215, -3.43976], [-1.50146, 2.68679, -4.59283], [0.86357, 2.17285, -3.86703], [-0.77296, 3.13380, -2.23983], [-0.02481, -4.47057, -3.49488], [-1.63275, -3.95500, -2.93537], [-0.27776, -4.01648, -1.80018], [0.16442, -2.52185, -5.25415], [-0.36797, -0.91322, -4.70797], [-1.53840, -2.22544, -4.83759], [1.88704, -2.76240, -3.38514], [1.44525, -2.21171, -1.76010], [1.51650, -1.05186, -3.06749], [-3.86143, 2.24736, -1.72019], [-4.20817, 1.71650, -0.07511], [-5.43187, 1.50512, -1.34451], [-3.31085, 0.54633, -3.51354], [-4.91475, -0.17463, -3.25477], [-3.44338, -1.16465, -3.14126], [-4.41299, -0.78829, 0.39510], [-3.98723, -1.93387, -0.88314], [-5.52397, -1.04613, -0.97084], [-1.48055, 1.96200, -5.40453], [-1.16947, 3.65607, -4.96062], [-2.52630, 2.77393, -4.23828], [0.98653, 1.54319, -4.74749], [1.44079, 1.75106, -3.04841], [1.22271, 3.17623, -4.08472], [-1.77844, 3.05294, -1.83729], [-0.58613, 4.16633, -2.52913], [-0.07905, 2.84669, -1.45559]],
  "forces_ev_per_a": [[0.2, -0.4, 0.4], [0.0, 0.2, 0.0], [0.0, 0.1, 0.0], [-0.8, -0.4, 0.0], [0.8, 0.2, -0.4], [0.0, -0.1, 0.1], [-0.1, -1.3, -0.3], [1.1, -0.5, 1.0], [-0.2, -0.3, -1.2], [-0.1, 0.7, 0.3], [-0.4, -1.4, -0.6], [-0.3, 1.1, -0.1], [0.4, 0.0, 0.4], [0.0, 0.0, 0.0], [0.0, 0.0, 0.1], [-0.1, 0.0, 0.2], [-0.6, 0.2, -0.7], [0.0, 0.1, -0.1], [-0.2, 0.0, -0.1], [0.2, -0.1, 0.1], [-0.3, -0.4, -0.1], [0.2, -0.2, 0.0], [0.0, -0.1, -0.1], [0.0, -0.1, 0.1], [0.2, -0.1, 0.0], [0.0, 0.0, 0.1], [-0.2, 0.0, -0.1], [0.1, 0.3, 0.0], [0.3, -0.5, 0.0], [0.3, 0.8, 0.0], [-0.2, -0.1, 0.1], [0.5, -0.6, 0.9], [0.0, 0.2, -0.3], [-0.8, 1.5, -0.1], [0.2, 0.8, 0.2], [-0.1, -0.1, 0.0], [0.0, 0.0, 0.0], [0.2, 0.0, 0.0], [0.0, -0.2, -0.2], [-0.1, 0.1, 0.1], [0.0, 0.0, 0.1], [-0.1, 0.0, -0.1], [-0.1, 0.3, -0.5], [0.0, 0.0, 0.2], [-0.4, 0.1, -0.2], [-0.2, 0.3, 0.1], [0.6, 0.1, 0.0], [-0.9, 0.0, 0.3], [-0.1, -0.3, -0.3], [0.0, -0.1, 0.0], [1.1, 0.0, 0.2], [0.0, -0.1, 0.0], [0.0, 0.0, 0.1], [0.1, -0.1, 0.1], [0.0, 0.4, 0.0], [0.4, -0.6, -0.6], [0.0, 0.0, 0.3], [-0.4, 0.0, 0.1], [-0.4, -0.1, 0.2], [1.1, 0.0, 0.6], [-0.3, 0.0, 0.0], [-0.2, 0.3, 0.4], [-0.6, 0.0, -0.1], [0.2, -0.3, 0.0], [0.0, 0.1, 0.2], [0.2, 0.3, -0.2], [-0.1, -0.1, -0.2], [0.2, 0.6, -0.4], [0.2, -0.2, 0.3], [-0.3, -0.1, 0.1], [0.1, -0.1, -0.1], [0.1, -0.1, -0.1], [-0.2, 0.0, -0.1], [0.1, -0.1, 0.1], [0.1, -0.1, -0.1], [0.0, 0.1, -0.2], [-0.2, -0.1, -0.1], [0.0, -0.1, -0.1], [0.1, 0.0, 0.1], [0.1, 0.2, -0.1], [0.0, 0.1, -0.1], [0.0, 0.0, 0.1], [-0.1, 0.0, 0.0], [0.0, 0.1, -0.2], [-0.1, 0.0, 0.0], [0.0, -0.1, -0.1], [0.0, 0.0, 0.2], [0.0, -0.2, 0.0], [-0.1, 0.0, 0.0], [0.0, -0.1, -0.1], [0.0, 0.1, 0.0], [-0.2, 0.0, 0.0], [0.0, 0.0, -0.1], [0.2, 0.0, 0.1], [0.1, 0.1, -0.1], [-0.2, 0.0, 0.1], [0.0, 0.1, -0.1], [0.0, 0.1, 0.1]],
  "mulliken_spin": [0.95, 0.00, 0.00, 0.00, -0.01, 0.00, -0.03, 0.03, 0.00, -0.01, 0.02, 0.00, -0.01, 0.00, 0.00, -0.01, 0.03, 0.00, 0.00, 0.00, 0.00, 0.00, 0.00, 0.00, 0.00, 0.00, 0.00, 0.00, 0.00, -0.01, 0.00, -0.03, -0.01, 0.05, 0.00, 0.00, 0.00, 0.00, 0.00, 0.00, 0.00, 0.00, 0.00, 0.00, 0.02, 0.00, 0.01, 0.00, 0.00, 0.00, 0.00, 0.00, 0.00, 0.00, 0.00, 0.00, 0.00, 0.00, 0.00, 0.00, 0.00, -0.01, 0.00, 0.00, 0.00, 0.00, 0.00, 0.00, 0.00, 0.00, 0.00, 0.00, 0.00, 0.00, 0.00, 0.00, 0.00, 0.00, 0.00, 0.00, 0.00, 0.00, 0.00, 0.00, 0.00, 0.00, 0.00, 0.00, 0.00, 0.00, 0.00, 0.00, 0.00, 0.00, 0.00, 0.00, 0.00, 0.00]
}



(3)
{
  "formula": "C14H30N6O6SV",
  "method": "ωB97M-V/def2-TZVPD",
  "total_energy_ev": -72727.5772,
  "spin_multiplicity": 3,
  "charge": 3,
  "s_squared": 2.01,
  "lumo_ev": [-10.4, -9.6],
  "relative_energy_kj_mol": 31.2,
  "orbital_gap_ev": [8.22, 9.05],
  "symbols": ["V", "N", "C", "C", "C", "C", "N", "H", "H", "H", "H", "H", "H", "H", "H", "H", "H", "H", "H", "C", "C", "S", "O", "O", "C", "C", "N", "C", "N", "C", "C", "N", "O", "O", "C", "H", "H", "H", "H", "H", "H", "H", "H", "H", "H", "H", "H", "H", "N", "C", "C", "O", "O", "H", "H", "H", "H", "H"],
  "positions_angstrom": [[-2.12658, -0.51803, 0.19669], [-3.37190, -1.11983, -1.39147], [-3.24657, -2.54900, -1.87114], [-3.62004, -3.54017, -0.78636], [-2.67305, -3.58145, 0.42918], [-3.19958, -2.97868, 1.72548], [-3.10853, -1.46252, 1.76591], [-4.35471, -0.97382, -1.14699], [-3.23673, -0.50379, -2.19587], [-2.21449, -2.69695, -2.19117], [-3.88722, -2.67227, -2.74302], [-3.62654, -4.52036, -1.26313], [-4.65374, -3.37326, -0.46599], [-1.69038, -3.14905, 0.17742], [-2.44460, -4.62313, 0.65720], [-2.63103, -3.35116, 2.57450], [-4.23886, -3.26052, 1.88416], [-2.62534, -1.18602, 2.62091], [-4.04674, -1.07377, 1.88201], [4.41286, 3.79044, -0.55658], [3.96680, 3.20467, 0.77663], [2.89320, 1.80631, 0.62460], [1.71762, 2.17392, -0.16832], [2.61595, 1.25160, 1.92830], [3.85225, 0.61310, -0.29970], [3.29894, -0.80087, -0.18933], [1.88598, -0.89792, -0.62286], [0.85727, -1.08111, 0.20779], [-0.30283, -0.96909, -0.47881], [0.02250, -0.73484, -1.80445], [1.36264, -0.67995, -1.88493], [2.13351, -0.48120, -3.09901], [3.33890, -0.56223, -3.00818], [1.48153, -0.26321, -4.08935], [0.97121, -1.45013, 1.64060], [4.97596, 4.70211, -0.36501], [3.56125, 4.04185, -1.18707], [5.07298, 3.11534, -1.10031], [3.37749, 3.91139, 1.36684], [4.79762, 2.87155, 1.40153], [4.85110, 0.61661, 0.14276], [3.92800, 0.95716, -1.32904], [3.33101, -1.13984, 0.84205], [3.89677, -1.46831, -0.80282], [-0.68466, -0.62332, -2.60896], [1.61306, -2.32680, 1.74398], [-0.00689, -1.71023, 2.03773], [1.38814, -0.63213, 2.22789], [-1.58439, 4.04941, 0.46314], [-0.93215, 3.00218, 1.32288], [-1.49948, 1.63804, 1.05635], [-1.14574, 0.65107, 1.71660], [-2.31345, 1.44253, 0.06593], [-2.23035, 4.64083, 0.99366], [-2.11755, 3.61031, -0.29643], [-0.88669, 4.66573, 0.03694], [-1.03251, 3.26144, 2.37500], [0.12879, 2.93738, 1.06166]],
  "forces_ev_per_a": [[0.0, 0.0, 0.0], [0.0, 0.0, 0.0], [0.0, 0.0, 0.0], [0.0, 0.0, 0.0], [0.0, 0.0, 0.0], [0.0, 0.0, 0.0], [0.0, 0.0, 0.0], [0.0, 0.0, 0.0], [0.0, 0.0, 0.0], [0.0, 0.0, 0.0], [0.0, 0.0, 0.0], [0.0, 0.0, 0.0], [0.0, 0.0, 0.0], [0.0, 0.0, 0.0], [0.0, 0.0, 0.0], [0.0, 0.0, 0.0], [0.0, 0.0, 0.0], [0.0, 0.0, 0.0], [0.0, 0.0, 0.0], [0.0, 0.0, 0.0], [0.0, 0.0, 0.0], [0.0, 0.1, 0.0], [0.0, -0.1, 0.0], [0.0, -0.1, 0.0], [0.0, 0.0, 0.0], [0.0, 0.0, 0.0], [0.1, 0.1, 0.0], [-0.1, 0.0, 0.0], [0.0, -0.1, 0.1], [0.0, 0.1, 0.0], [0.1, 0.0, 0.0], [0.0, 0.0, 0.0], [0.0, 0.0, 0.0], [0.0, 0.0, 0.0], [0.0, 0.0, 0.0], [0.0, 0.0, 0.0], [0.0, 0.0, 0.0], [0.0, 0.0, 0.0], [0.0, 0.0, 0.0], [0.0, 0.0, 0.0], [0.0, 0.0, 0.0], [0.0, 0.0, 0.0], [0.0, 0.0, 0.0], [0.0, 0.0, 0.0], [0.0, 0.0, 0.0], [0.0, 0.0, 0.0], [0.0, 0.0, 0.0], [0.0, 0.0, 0.0], [0.0, 0.0, 0.0], [0.0, 0.0, 0.0], [0.0, 0.0, 0.0], [0.0, 0.0, 0.0], [0.1, -0.1, 0.0], [0.0, 0.0, 0.0], [0.0, 0.0, 0.0], [0.0, 0.0, 0.0], [0.0, 0.0, 0.0], [0.0, 0.0, 0.0]],
  "mulliken_spin": [2.07, -0.02, 0.02, 0.00, 0.04, -0.01, -0.03, 0.01, 0.01, 0.00, 0.00, 0.00, 0.00, -0.02, 0.00, 0.00, 0.00, 0.01, 0.01, 0.00, 0.00, 0.00, 0.00, 0.00, 0.00, 0.00, 0.00, 0.01, -0.10, 0.03, 0.00, 0.00, 0.00, 0.00, 0.02, 0.00, 0.00, 0.00, 0.00, 0.00, 0.00, 0.00, 0.00, 0.00, 0.00, 0.00, -0.01, 0.00, 0.00, 0.00, 0.01, 0.00, -0.03, 0.00, 0.00, 0.00, 0.00, 0.00]
}



(4)
{
  "formula": "C4H6N2",
  "method": "ωB97M-V/def2-TZVPD",
  "total_energy_ev": -7218.4788,
  "spin_multiplicity": 1,
  "lumo_ev": [-0.3, -0.3],
  "relative_energy_kj_mol": 686.2,
  "orbital_gap_ev": [8.26, 8.26],
  "symbols": ["C", "C", "N", "N", "H", "H", "H", "H", "C", "C", "H", "H"],
  "positions_angstrom": [[-0.09023, -0.29485, 0.54310], [1.12114, 0.22622, 0.80413], [-1.36651, 0.37396, 0.65471], [-1.54043, 1.28354, 1.44172], [-0.71442, 1.51631, 2.03532], [-0.31295, -1.38775, 0.75504], [1.88627, -0.34029, 1.31066], [1.45054, 1.14514, 0.35047], [-0.30442, -0.80564, -1.40257], [0.12075, -0.23621, -2.37911], [0.57300, 0.22282, -3.21206], [-0.82275, -1.70326, -0.90141]],
  "forces_ev_per_a": [[0.0, -1.0, 3.8], [0.1, -0.2, -0.1], [-0.3, -0.4, -2.0], [-0.2, 0.7, 0.9], [0.3, -0.2, -0.4], [0.7, 1.6, 0.6], [0.1, -0.4, -0.4], [-0.2, 0.6, 0.4], [-1.5, -2.8, -1.3], [-0.2, -0.4, 0.3], [0.1, 0.5, -0.2], [1.0, 2.1, -1.5]],
  "mulliken_charge": [-0.13, -0.67, 0.01, -0.48, 0.27, 0.30, 0.25, 0.30, -0.27, -0.24, 0.41, 0.25]
}